62
Properties=species:S:1:pos:R:3:forces:R:3:nbo_charge:R:1 method="wB97M-V/def2-TZVPD" de_lowest_kcal_mol=581.9 homo_lumo_gap_ev=8.614 multiplicity=1 lumo_ev=-0.190 total_energy_ha=-1446.72305
C 2.991960 -2.446711 1.085510 -1.728 8.140 10.309 -0.348
N 2.697480 -0.921705 1.146801 0.210 -4.912 1.027 -0.432
C 2.903335 -0.028041 0.070863 0.308 -1.172 8.012 0.678
O 2.688545 1.110444 0.396526 -1.159 3.010 -1.205 -0.663
C 3.692769 -0.440938 -0.990894 -0.132 -15.326 7.915 -0.438
C 2.639061 -1.563564 -1.815259 4.199 -1.125 -2.204 -0.351
H 2.686357 -2.654692 -1.405560 0.395 1.983 -1.048 0.226
H 3.087369 -1.465748 -3.011512 -1.024 -0.810 3.298 0.202
C 1.271073 -1.197370 -1.865293 -7.886 1.992 2.850 -0.321
C 0.295499 -2.195040 -2.481398 2.336 -6.658 -3.609 -0.392
C -1.165245 -2.000480 -2.491240 -1.036 3.390 4.725 -0.486
C -1.282517 -0.561343 -2.988084 -6.102 2.842 0.212 -0.266
N -0.445743 0.627390 -2.144675 -3.089 -6.175 -2.584 -0.416
C 0.804157 0.145237 -2.539973 4.585 3.909 9.724 -0.179
H 1.550741 1.000339 -1.967460 -1.185 -1.877 -1.926 0.151
H 1.063182 0.062952 -3.451431 1.405 -0.031 -7.171 0.156
C -0.943711 1.923125 -2.510335 2.541 -1.789 -4.166 -0.228
C -2.016484 2.340598 -1.671480 -2.662 0.191 -9.670 -0.117
C -3.268650 2.665068 -2.317217 -0.814 1.473 14.017 -0.128
C -4.322319 2.988372 -1.305657 6.697 0.494 -2.465 -0.188
C -3.784753 3.363312 0.005183 -11.794 1.118 -1.742 -0.206
C -2.677361 2.963105 0.439287 7.029 1.143 5.255 -0.224
C -1.693686 2.597636 -0.512212 0.376 1.516 10.849 0.301
O -0.434847 2.283041 -0.072915 4.627 0.799 1.302 -0.473
C 0.413941 2.836050 0.863777 -16.857 4.252 2.735 0.885
F 0.054629 4.204669 1.266987 2.044 -2.917 -2.305 -0.348
F -0.374448 2.297465 2.327798 2.120 0.098 -2.387 -0.542
H 1.278021 2.515701 0.915961 8.828 -2.791 0.260 0.172
H -2.398231 3.296235 1.561207 -0.275 -1.319 -2.814 0.268
H -4.702624 3.760427 0.736829 2.834 -0.904 -1.686 0.210
H -5.209283 3.225924 -1.760563 -2.533 0.629 -0.065 0.205
H -3.402520 2.415959 -3.195347 -1.513 -2.134 -8.636 0.174
H -0.041111 2.482518 -2.585239 0.690 1.420 0.890 0.221
H -1.184060 1.954455 -3.593267 -0.580 -0.197 0.243 0.179
H -2.432734 -0.187091 -2.645329 2.698 -1.046 -1.334 0.199
H -1.327149 -0.563242 -4.195941 0.896 0.787 2.554 0.193
H -1.255126 -1.767343 -1.319132 -0.828 -0.916 -1.960 0.233
H -2.048925 -2.710110 -2.779452 2.400 1.074 0.038 0.256
H 0.485813 -3.264377 -2.094552 0.061 1.392 0.102 0.206
H 0.508934 -2.490806 -3.634820 0.441 1.213 1.921 0.178
H 0.691591 -1.112802 -0.701311 2.123 -0.205 -2.920 0.261
H 3.587835 0.081116 -1.646588 -0.044 11.637 -13.053 0.185
H 4.548661 -1.145105 -0.862588 -0.374 1.515 0.175 0.249
C 2.045295 -0.633780 2.517180 -6.397 6.697 -14.793 -0.141
H 2.356601 0.343932 2.478812 -0.089 2.909 1.226 0.225
H 2.342750 -1.043585 3.234958 4.915 -7.054 10.270 0.153
C 0.447058 -0.719865 2.295977 7.445 -5.057 -7.506 -0.401
C 0.017958 -2.103629 2.279998 -0.527 3.774 -14.343 0.165
N -0.232937 -2.705069 0.891013 -1.348 -2.456 4.125 -0.430
C -0.656670 -4.157261 0.923173 3.310 12.754 -3.350 0.008
C -0.615152 -4.848581 1.947237 -1.752 -8.932 8.221 -0.279
C -0.185754 -4.349463 3.175155 -0.503 2.083 0.467 -0.114
C 0.153415 -2.872951 3.183548 0.309 -12.025 14.662 -0.242
H 0.370226 -2.575252 4.339493 -0.243 -0.135 -2.912 0.204
H -0.336179 -4.937616 4.161243 0.700 1.138 -1.926 0.232
H -1.157920 -5.987960 1.849233 1.880 3.095 0.577 0.213
H -0.922651 -4.300863 0.002713 -1.658 -1.882 -5.030 0.200
H 0.185660 -0.418319 1.319088 -0.067 1.447 -0.853 0.235
H -0.010410 -0.334744 2.956742 -5.971 6.121 8.714 0.199
H 3.653744 -2.591714 0.505929 9.857 -1.694 -7.067 0.164
H 2.317167 -2.915308 0.683135 -8.148 -4.810 -3.509 0.179
H 3.196910 -2.834947 2.093643 0.054 0.317 -0.436 0.190


65
Properties=species:S:1:pos:R:3:forces:R:3:mulliken_spin:R:1 method="wB97M-V/def2-TZVPD" de_lowest_kcal_mol=17.1 homo_lumo_gap_ev="6.622 / 6.955" multiplicity=5 lumo_ev="-0.137 / -0.168" total_energy_ha=-3740.47589
Fe -0.650466 1.645455 2.066938 -1.073 0.290 0.114 3.720
S 0.418792 3.050466 3.537515 0.069 -0.604 -0.301 0.102
C 1.598999 3.013001 2.186010 -0.299 1.225 0.975 -0.013
C 2.966118 3.093470 2.533478 -0.198 -0.975 -1.195 0.011
C 3.951591 2.970044 1.552742 -1.927 0.579 -0.659 0.007
C 3.541652 2.933005 0.206460 -1.001 -0.369 0.025 0.011
C 2.195559 3.021242 -0.103413 0.272 0.429 -0.193 0.004
C 1.172749 3.116991 0.848617 1.575 -0.436 -0.077 -0.004
S -0.461866 3.177926 0.275339 -0.845 -0.280 0.016 0.100
H 3.173852 3.126474 3.587686 0.332 0.083 0.167 -0.003
H 4.957446 3.078000 1.785177 1.745 -0.152 0.538 0.001
H 4.103591 2.777245 -0.706089 1.012 0.254 0.511 0.000
H 1.944923 3.089674 -1.156926 -0.205 -0.144 0.039 -0.002
C -4.613793 -0.715163 -1.112224 0.041 -0.555 -1.157 0.001
C -3.160961 -0.879404 -0.744827 1.262 0.586 -1.291 -0.001
N -2.758411 0.257181 0.040412 0.534 0.747 1.050 0.005
C -3.484788 0.713278 1.125347 1.438 0.616 -0.435 0.007
N -2.874149 1.430616 2.046477 -0.335 0.263 -0.272 0.034
C -3.719604 2.184027 3.031211 -1.254 -3.672 -0.122 0.009
C -5.257334 2.207385 2.657406 0.611 0.688 1.605 0.002
C -5.650374 0.852213 2.164994 -0.742 -1.227 0.806 0.002
N -4.793421 0.467138 1.072438 -1.986 -0.596 -1.155 0.003
C -5.407821 -0.518027 0.136289 0.489 -0.018 1.166 0.000
H -4.952715 -1.636338 -1.640400 0.048 0.667 0.331 0.000
H -4.716614 0.129762 -1.801448 -0.008 -0.079 0.137 0.000
H -2.481773 -0.862944 -1.657478 -0.974 -0.172 0.931 0.000
H -2.961111 -1.800501 -0.221528 -0.080 -0.647 0.259 0.000
H -1.752945 0.391166 0.176646 -0.612 -0.208 -0.217 -0.021
H -3.407576 3.141988 3.199809 1.264 2.548 -0.103 0.002
H -3.514204 1.646784 3.995785 -0.761 0.471 -0.527 0.002
H -5.483598 2.916637 1.827557 0.391 -0.229 0.698 0.000
H -5.875809 2.509555 3.587497 0.992 -0.436 -1.526 -0.001
H -6.721612 0.905749 1.849069 0.872 -0.369 -0.066 0.000
H -5.552329 0.014142 2.919409 -0.374 1.070 -0.172 0.000
H -6.430011 -0.219072 -0.026279 -0.296 0.363 -0.300 0.000
H -5.484654 -1.489185 0.638631 0.084 -0.023 0.244 0.000
C 4.496301 -2.780982 -0.562176 1.156 -0.713 1.294 0.000
C 3.403045 -2.888773 0.497860 1.201 0.483 1.348 0.000
C 3.140405 -1.523694 1.184266 -1.128 -1.634 -0.554 0.000
N 2.580535 -0.615509 0.228876 -4.017 0.977 0.245 0.015
C 1.241723 -0.258405 0.176953 2.205 -0.504 0.305 0.006
S 0.137609 -0.731494 1.388496 0.140 0.502 -0.049 0.018
N 0.836050 0.491006 -0.907524 0.920 -1.281 0.022 -0.017
C 1.301178 0.354706 -2.224350 -0.480 -0.315 0.590 0.001
O 1.142853 1.290906 -2.970882 0.475 -0.474 -0.322 0.003
C 1.796962 -1.038527 -2.664796 0.090 1.580 -0.736 0.000
C 1.205821 -2.212106 -2.238222 0.391 -1.074 0.274 0.001
C 1.555923 -3.408792 -2.870964 1.215 1.534 -2.293 0.001
C 2.333174 -3.392590 -4.073180 0.275 0.993 1.272 0.000
C 2.960874 -2.178633 -4.454926 -0.834 -0.607 0.616 0.000
C 2.716205 -1.012558 -3.738706 -1.537 0.144 0.223 -0.001
H 4.692661 -3.785513 -0.941317 -0.311 0.276 -0.761 0.000
H 5.511730 -2.499342 -0.171321 -1.007 -0.004 0.244 0.000
H 4.259815 -2.024108 -1.268630 -0.278 0.171 -1.230 0.000
H 3.757075 -3.597148 1.272097 -0.342 0.252 -0.246 0.000
H 2.474028 -3.263321 0.101600 -0.307 -0.177 -0.294 0.000
H 4.036593 -1.123143 1.553130 1.320 0.639 0.571 0.001
H 2.423225 -1.623239 2.003513 0.200 0.046 -0.127 -0.002
H 3.135414 -0.195767 -0.467135 0.875 0.458 -0.740 -0.003
H 0.279270 1.329006 -0.704628 -0.434 0.359 0.037 -0.001
H 0.501127 -2.295255 -1.405560 0.245 0.427 -0.197 0.000
H 1.230940 -4.329497 -2.511299 -0.847 -1.362 0.529 0.000
H 2.492191 -4.295915 -4.673381 -0.049 0.331 0.446 0.000
H 3.571589 -2.132281 -5.331213 0.259 -0.085 -0.406 0.000
H 2.928381 0.000974 -4.104920 0.539 -0.630 0.096 0.000